{"formula": "C24H48Br4N8O4", "method": "ωB97M-V/def2-TZVPD", "multiplicity": 1, "gap_ev": 9.49, "smiles": "CN(C)C=O.CN(C)C=O.CN(C)C=O.CN(C)C=O.BrCCBr.BrCCBr.CC#N.CC#N.CC#N.CC#N", "total_charge": 0, "species": ["Br", "Br", "Br", "Br", "O", "O", "O", "O", "N", "N", "N", "N", "N", "N", "N", "N", "C", "C", "C", "C", "C", "C", "C", "C", "C", "C", "C", "C", "C", "C", "C", "C", "C", "C", "C", "C", "C", "C", "C", "C", "H", "H", "H", "H", "H", "H", "H", "H", "H", "H", "H", "H", "H", "H", "H", "H", "H", "H", "H", "H", "H", "H", "H", "H", "H", "H", "H", "H", "H", "H", "H", "H", "H", "H", "H", "H", "H", "H", "H", "H", "H", "H", "H", "H", "H", "H", "H", "H"], "xyz": [[5.28298, -5.03403, 3.29999], [-4.94489, -0.57812, -2.27311], [4.34629, -5.97763, -1.18460], [-0.51432, -0.76863, -3.73139], [0.77802, 5.27134, -3.51285], [-3.62607, 2.18797, -0.86416], [1.97178, -0.00388, 0.18924], [-2.21714, -1.13392, 0.34144], [-3.43298, -2.12383, 2.02395], [1.28491, -2.06079, -0.64110], [0.57647, -2.80112, 2.78902], [-3.98427, 1.52610, 1.30811], [-0.17535, 3.79786, -2.07967], [4.28771, 1.27825, 3.63229], [4.25578, -3.96073, -3.94368], [1.26672, 7.37897, 0.38438], [-5.42067, 1.74801, 1.20262], [0.95513, 7.76986, -0.63291], [3.57392, 1.87587, 2.94751], [2.64562, 2.56963, 2.03840], [-3.14993, 1.87116, 0.21061], [1.57731, -2.44704, 3.15019], [4.18127, -2.84055, -3.73850], [-0.13462, 2.49462, -1.46599], [-4.64031, -2.39480, 1.31605], [2.79726, -1.75872, 3.57000], [-3.28591, 1.16006, 2.50243], [-2.32188, -1.60842, 1.49155], [-3.36606, -2.69218, 3.39153], [-1.24756, 4.68770, -1.72534], [5.35849, -5.00488, 1.35358], [-2.44534, -1.02655, -3.64854], [0.82011, 4.19332, -2.91354], [-3.01358, -0.21981, -2.57216], [4.28988, -5.91877, 0.80690], [1.09641, -0.80692, -0.19740], [0.75541, 8.20582, -2.01307], [0.13619, -2.91660, -0.89336], [2.56515, -2.62758, -0.49297], [4.01241, -1.46246, -3.52961], [-4.63758, -3.43182, 0.86594], [-0.69044, -2.23765, -1.11076], [6.33179, -5.41545, 1.15953], [3.28056, -5.55083, 1.15502], [2.74417, 3.60865, 2.21802], [-5.44339, -2.43442, 2.07136], [-3.62287, 0.18126, 2.88497], [0.74601, 7.41499, -2.74631], [-2.06163, 1.89638, 0.40745], [-5.81068, 1.57645, 2.25812], [-4.83498, -1.70277, 0.53510], [2.75028, -3.04456, 0.48895], [-0.07405, -3.64254, -0.06617], [-2.34244, -2.56855, 3.81998], [-2.69836, -0.47377, -1.55876], [-1.20971, 5.46756, -2.49739], [-1.46669, -1.65396, 2.20494], [-0.23709, 8.71787, -2.01759], [-1.08996, 5.13521, -0.75844], [-3.37871, -3.77180, 3.25878], [-0.32857, 2.65785, -0.42458], [-2.94575, 0.80384, -2.86272], [0.07984, -0.46435, -0.30314], [-5.57198, 2.75427, 0.95402], [1.66112, 2.22709, 2.29469], [2.46177, -0.98795, 4.26534], [-2.26559, 4.20116, -1.58134], [0.88059, 2.06645, -1.34938], [5.30749, -3.93775, 1.04494], [1.53647, 3.40367, -3.10859], [-2.87916, -0.66658, -4.64167], [2.97608, 2.34341, 1.04897], [-3.31029, 1.79181, 3.35176], [3.23396, -1.19204, 2.72147], [4.50481, -6.92251, 1.05590], [0.43007, -3.42604, -1.83989], [-5.90289, 1.09500, 0.54077], [-4.19949, -2.31072, 3.96695], [3.43888, -2.37670, 4.18586], [3.50224, -1.01820, -4.38287], [-0.80338, 1.70899, -1.89653], [2.67343, -3.49428, -1.17226], [1.50502, 8.90111, -2.24152], [3.43899, -1.22502, -2.62469], [4.95513, -0.98250, -3.40682], [-2.62869, -2.09944, -3.55617], [-2.17469, 1.09999, 2.28624], [3.27601, -1.86947, -0.79334]]}

{"formula": "C24H48BrCl3F2N5O7S2", "method": "ωB97M-V/def2-TZVPD", "multiplicity": 1, "gap_ev": 5.52, "total_charge": -1, "species": ["Br", "Cl", "Cl", "Cl", "S", "S", "F", "F", "O", "O", "O", "O", "O", "O", "O", "N", "N", "N", "N", "N", "C", "C", "C", "C", "C", "C", "C", "C", "C", "C", "C", "C", "C", "C", "C", "C", "C", "C", "C", "C", "C", "C", "C", "C", "H", "H", "H", "H", "H", "H", "H", "H", "H", "H", "H", "H", "H", "H", "H", "H", "H", "H", "H", "H", "H", "H", "H", "H", "H", "H", "H", "H", "H", "H", "H", "H", "H", "H", "H", "H", "H", "H", "H", "H", "H", "H", "H", "H", "H", "H", "H", "H"], "xyz": [[-4.19915, -5.60262, -1.11239], [4.95403, 3.68979, 3.52147], [6.53397, 3.57839, 1.08685], [4.73307, 5.81529, 1.54890], [-0.02062, 7.30307, 1.79965], [1.20042, 8.23567, -0.38832], [-1.57012, 7.14637, 2.09592], [1.84165, 9.29126, 0.61478], [0.90670, -6.95950, 2.10130], [0.46304, 5.95983, 1.91151], [0.17882, -0.36713, -5.08222], [2.20779, 7.21572, -0.45243], [0.41035, 8.25636, 2.76624], [1.71534, -1.99288, 0.39843], [0.97229, 9.01229, -1.56002], [-0.15009, 7.85155, 0.31675], [0.24808, 1.90956, -1.31296], [-0.18995, 1.69286, -2.58951], [-1.95007, 1.65535, -1.28098], [-0.81805, 1.98324, 0.78374], [-3.51200, -2.10250, -1.00681], [5.80213, 4.64204, 2.29919], [0.60396, 1.59846, -3.80474], [2.45986, -1.82875, -0.77805], [-1.50841, 1.55094, -2.51512], [-0.84986, 1.86037, -0.53308], [-2.85259, 0.66469, 1.34412], [-1.90545, -3.97608, -0.17242], [0.64490, -4.19910, 0.18914], [-1.05214, -8.28895, 1.90625], [1.27188, -9.29266, 2.38307], [-2.09199, -2.48794, -0.55828], [1.86896, 3.59836, -0.45949], [1.70151, -3.33955, 0.87037], [-4.24439, 1.02003, 0.78898], [0.42346, -8.06683, 2.12833], [-0.75101, -4.08166, 0.84189], [-1.99989, 1.90830, 1.64353], [1.05968, 0.17292, -4.10573], [-4.82445, -0.04318, -0.17131], [2.13952, 3.67391, 1.04672], [-4.43004, -1.51713, 0.09704], [3.07408, 4.17205, -1.21464], [1.63452, 2.13415, -0.93226], [2.92524, -0.84409, -0.76180], [-1.68718, -4.55559, -1.06164], [1.52127, -3.28901, 1.94376], [-1.77628, -1.90058, 0.30395], [-0.92449, -4.94316, 1.48817], [0.96723, -5.23228, 0.31818], [0.92344, -9.80906, 3.27885], [3.06811, 3.89858, -2.27242], [1.10430, -0.44557, -3.21023], [3.26790, -2.56211, -0.86348], [-3.45842, -1.42965, -1.86675], [0.07204, 2.16086, 1.21827], [-2.80200, -4.36476, 0.30575], [2.73186, 2.81392, 1.36885], [-1.39692, -2.29188, -1.38688], [1.22738, 3.78307, 1.62890], [1.20862, -9.97359, 1.53301], [0.58314, -3.93491, -0.86813], [2.30821, -8.99373, 2.52426], [-4.93022, 1.27623, 1.59707], [2.25315, 1.98389, -1.81060], [1.82247, -1.94198, -1.66307], [6.60069, 5.17776, 2.79344], [-4.58341, 0.23930, -1.19432], [-0.02646, 1.94390, -4.61842], [-1.54609, -7.33614, 1.73017], [-2.58694, 2.82667, 1.59297], [-2.15945, 1.36989, -3.35420], [-4.01231, -1.66159, 1.09169], [-2.99981, 0.10300, 2.26420], [-0.73611, -3.20530, 1.49683], [-1.20930, -8.92946, 1.03719], [-0.00464, -1.28646, -4.86909], [2.06471, 0.22495, -4.53395], [2.71737, 4.57111, 1.25488], [3.12391, 5.25055, -1.10206], [1.90285, 1.45364, -0.12674], [-4.11082, 1.92380, 0.19087], [2.69111, -3.79156, 0.73283], [-5.91173, 0.03728, -0.09301], [3.98738, 3.76062, -0.77425], [-3.97158, -3.01765, -1.38341], [-1.62897, 1.86149, 2.66506], [-5.34800, -2.10351, 0.05711], [1.47203, 2.24727, -3.71512], [-2.35985, 0.06026, 0.59362], [0.99150, 4.19426, -0.71696], [-1.49471, -8.76513, 2.78327]]}

{"formula": "C24H48BrN3O4", "method": "ωB97M-V/def2-TZVPD", "multiplicity": 3, "gap_ev": [7.71, 9.07], "total_charge": 0, "species": ["Br", "O", "O", "O", "O", "N", "N", "N", "C", "C", "C", "C", "C", "C", "C", "C", "C", "C", "C", "C", "C", "C", "C", "C", "C", "C", "C", "C", "C", "C", "C", "C", "H", "H", "H", "H", "H", "H", "H", "H", "H", "H", "H", "H", "H", "H", "H", "H", "H", "H", "H", "H", "H", "H", "H", "H", "H", "H", "H", "H", "H", "H", "H", "H", "H", "H", "H", "H", "H", "H", "H", "H", "H", "H", "H", "H", "H", "H", "H", "H"], "xyz": [[2.01966, 1.17620, 1.78111], [-4.12369, 5.26877, 0.37896], [0.45586, 0.09178, 4.59583], [-0.93662, -0.14215, 2.85975], [0.44379, -3.18415, -0.65301], [0.72426, -3.46822, -1.86349], [1.31146, -0.40473, 2.48240], [-2.93026, 5.32254, 0.82507], [2.69470, -2.19124, -2.59471], [-3.88222, 3.83909, 2.52364], [-0.93266, 3.40639, 0.04857], [-0.73337, 6.51994, 0.42196], [2.24982, -3.83240, 2.34766], [-1.90458, 5.75360, -0.19537], [1.16388, -2.29178, -2.70008], [2.67877, -2.41997, 1.92580], [1.38200, -4.81484, -2.04589], [0.87078, -5.72316, -0.93188], [-2.02932, 3.04884, 1.04240], [-2.59055, 4.24670, 1.82169], [0.27725, -0.10723, 3.43770], [-1.41195, 4.49041, -0.91341], [-1.61936, 4.72787, 2.90195], [0.68848, -2.40152, -4.14931], [-2.20535, -1.22282, 1.06398], [2.89535, -4.60105, -1.91768], [-2.60734, 6.68880, -1.17425], [-1.29411, -1.42255, 2.25951], [0.52954, -1.04360, -2.09852], [2.37421, -1.32287, 2.95566], [3.42223, -3.50836, -2.84300], [1.03414, -5.47357, -3.38164], [-2.85701, 2.58144, 0.49893], [-2.23563, 4.09374, -1.51505], [3.02833, -1.42203, -3.29576], [2.15943, -3.92355, 3.43735], [0.87549, -3.36105, -4.61195], [-4.58332, 3.36660, 1.84184], [1.28320, -4.11342, 1.91256], [-3.26218, -1.16387, 1.34187], [4.48876, -3.36631, -2.65904], [-3.61964, 3.13465, 3.31744], [-1.86690, 7.05357, -1.88959], [1.30772, -6.52738, -3.31561], [-1.94027, -0.30013, 0.54769], [-3.40375, 6.18298, -1.71065], [-0.03658, -5.41122, -3.57956], [-0.38454, -2.20997, -4.20187], [-0.01221, 5.88474, 0.92691], [2.17250, -2.15252, 0.99139], [-1.66797, 2.32186, 1.77386], [-1.26266, 3.86044, 3.45961], [1.19743, -1.64012, -4.74185], [1.29679, -6.71775, -1.07952], [-0.55013, -1.16130, -2.00853], [-2.07762, -2.05130, 0.35859], [0.93774, -0.83023, -1.11365], [-0.20289, 7.02709, -0.38527], [-1.08937, 7.27522, 1.12366], [-0.61774, 4.78479, -1.60588], [-2.13868, 5.38862, 3.59825], [-0.02940, 3.72456, 0.57660], [3.38937, -5.55654, -2.11515], [2.94111, -1.83722, -1.58851], [-0.75545, 5.25875, 2.52607], [-0.37353, -1.93879, 1.96834], [-0.21643, -5.80002, -0.96462], [3.75253, -2.40738, 1.70100], [2.01932, -1.73788, 3.90627], [-3.03858, 7.54220, -0.65049], [3.27597, -0.74639, 3.19349], [-0.65263, 2.51574, -0.51955], [3.33010, -3.80822, -3.89067], [3.11691, -4.32831, -0.88059], [0.73649, -0.19322, -2.75340], [2.97734, -4.58487, 2.02236], [1.57223, -5.05840, -4.22828], [-4.36991, 4.70520, 2.96952], [1.15563, -5.35554, 0.04887], [-1.78420, -2.00202, 3.05112]]}